1.
The following is a quantum chemistry calculation of a molecular structure, C60H40N8OP2S2SeSn, from the OMol25 dataset.

Geometry (Å):
Sn: 0.3726 0.5879 0.1403
O: 2.7368 -0.6781 2.3415
S: 1.3716 -1.2564 2.2939
C: 1.5935 -3.0254 2.0195
C: 1.5929 -4.0079 2.9965
C: 1.8774 -5.3173 2.6386
C: 2.1694 -5.6352 1.3196
C: 2.1466 -4.6550 0.3394
C: 1.8379 -3.3399 0.6745
P: 1.7326 -2.0173 -0.5999
C: 3.3774 -2.0015 -1.3933
C: 4.2615 -0.9949 -1.0070
C: 5.4854 -0.8553 -1.6446
C: 5.8281 -1.7150 -2.6775
C: 4.9677 -2.7426 -3.0414
C: 3.7487 -2.8927 -2.4003
C: 0.6370 -2.7335 -1.8733
C: -0.3346 -3.6831 -1.5631
C: -1.2088 -4.1350 -2.5424
C: -1.1337 -3.6329 -3.8325
C: -0.1921 -2.6589 -4.1400
C: 0.6841 -2.2063 -3.1667
C: 0.6626 -1.1208 3.9329
C: 1.4175 -1.4266 5.0575
C: 0.8766 -1.2120 6.3125
C: -0.4015 -0.6791 6.4356
C: -1.1398 -0.3417 5.3129
C: -0.6137 -0.5461 4.0376
P: -1.5423 -0.1360 2.5012
C: -2.4597 1.3906 2.8665
C: -1.9380 2.3676 3.7141
C: -2.5422 3.6138 3.8039
C: -3.6637 3.9044 3.0415
C: -4.1731 2.9469 2.1741
C: -3.5700 1.7033 2.0766
C: -2.7593 -1.5040 2.4981
C: -4.0872 -1.3944 2.8994
C: -4.9262 -2.4992 2.8297
C: -4.4453 -3.7188 2.3786
C: -3.1153 -3.8400 1.9983
C: -2.2802 -2.7361 2.0469
H: 1.3718 -3.7640 4.0267
H: 1.8763 -6.0914 3.3942
H: 2.4084 -6.6559 1.0513
H: 2.3598 -4.9148 -0.6896
H: 3.9907 -0.3419 -0.1861
H: 6.1726 -0.0771 -1.3369
H: 6.7679 -1.5908 -3.1994
H: 5.2436 -3.4290 -3.8314
H: 3.0848 -3.6954 -2.6938
H: -0.3950 -4.0867 -0.5587
H: -1.9448 -4.8909 -2.2986
H: -1.7968 -4.0081 -4.6008
H: -0.1294 -2.2639 -5.1464
H: 1.4287 -1.4590 -3.4133
H: 2.4276 -1.7997 4.9378
H: 1.4506 -1.4570 7.1959
H: -0.8189 -0.5078 7.4193
H: -2.1244 0.0935 5.4270
H: -1.0538 2.1562 4.3029
H: -2.1354 4.3608 4.4736
H: -4.1389 4.8732 3.1210
H: -5.0455 3.1715 1.5723
H: -3.9589 0.9679 1.3812
H: -4.4659 -0.4573 3.2833
H: -5.9585 -2.4032 3.1405
H: -5.1041 -4.5759 2.3359
H: -2.7330 -4.7981 1.6685
H: -1.2403 -2.8289 1.7452
Se: 5.3829 4.7683 -4.7537
N: 5.4246 4.4023 -3.0349
C: 4.3670 3.6809 -2.7583
C: 4.0419 3.1825 -1.4396
C: 4.8527 3.4042 -0.3221
C: 4.4755 2.8895 0.8978
C: 3.2836 2.1735 0.9767
N: 2.5094 1.9567 -0.0755
C: 2.8677 2.4351 -1.2767
C: 1.9976 2.1271 -2.4123
N: 0.9094 1.3585 -2.1979
C: 0.1116 1.0745 -3.2203
C: 0.3317 1.5348 -4.5125
C: 1.4485 2.3016 -4.7559
C: 2.3046 2.6062 -3.6949
C: 3.5044 3.3961 -3.8720
N: 3.8839 3.8950 -5.0225
H: 5.7667 3.9715 -0.4406
H: 5.0844 3.0242 1.7801
H: 2.9598 1.7290 1.9113
H: -0.7307 0.4280 -3.0082
H: -0.3567 1.2776 -5.3053
H: 1.6853 2.6720 -5.7446
S: -5.4687 4.2962 -3.6348
N: -5.2467 2.7233 -3.3909
C: -4.2299 2.6007 -2.5581
C: -3.6813 1.3602 -2.0681
C: -4.2537 0.1147 -2.3505
C: -3.6668 -1.0204 -1.8384
C: -2.5010 -0.8875 -1.0894
N: -1.9460 0.2851 -0.8167
C: -2.5338 1.4137 -1.2631
C: -1.9810 2.7003 -0.8435
N: -0.9398 2.6896 0.0058
C: -0.4760 3.8294 0.4926
C: -1.0026 5.0697 0.1460
C: -2.0466 5.1099 -0.7504
C: -2.5591 3.9104 -1.2538
C: -3.6769 3.8532 -2.1627
N: -4.2954 4.8839 -2.7086
H: -5.1491 0.0808 -2.9574
H: -4.0914 -1.9991 -2.0116
H: -1.9961 -1.7598 -0.6919
H: 0.3421 3.7410 1.2002
H: -0.5953 5.9746 0.5739
H: -2.5015 6.0392 -1.0681

## Properties
Net charge = +2
Kohn-Sham gap = 6.6 eV
E_LUMO = -5.301 eV
Energy above the lowest of the compared OMol25 structures with the same formula, charge and spin = 3.3 kcal/mol
HOMO level = -11.9 eV

Atom charges from the Mulliken analysis, given in e for atoms 1 to 2: 2.7039, -0.9233

2.
The following is a quantum chemistry calculation of a single C3H3Br2Cl molecule, from the OMol25 dataset.

Geometry (Å):
C: 1.2505 -0.1818 0.0126
C: -0.0488 0.5964 -0.1117
Br: -0.1325 2.4035 0.1277
C: -1.4389 -0.3201 -0.1132
Cl: -2.8592 0.6656 -0.0701
Br: -1.3126 -2.1580 -0.1086
H: 1.0743 -1.1492 0.6270
H: 1.5707 -0.4477 -1.0200
H: 1.8965 0.5912 0.6564

## Properties
Kohn-Sham gap (alpha / beta) = 8.1 / 8.1 eV
E_LUMO (alpha / beta) = 0.025 / 0.005 eV
Energy above the lowest of the compared OMol25 structures with the same formula, charge and spin = 48.3 kcal/mol
HOMO level (alpha / beta) = -8.1 / -8.1 eV

Atom charges from the Mulliken analysis, given in e for atoms 1 to 2: -0.9337, 0.1400

3.
The following is a quantum chemistry calculation of a molecular structure, C24H20NPS2W, from the OMol25 dataset.

Geometry (Å):
W: 0.2074 -1.9372 -0.1255
S: 2.4298 -2.5873 0.0315
C: 2.7154 -2.4959 1.7633
C: 4.0237 -2.3923 2.2100
C: 4.2770 -2.2286 3.5645
C: 3.2293 -2.2076 4.4755
C: 1.9203 -2.3442 4.0419
C: 1.6538 -2.4611 2.6787
S: 0.0012 -2.5325 2.1037
H: 4.8316 -2.4351 1.4962
H: 5.2964 -2.1291 3.9035
H: 3.4355 -2.0851 5.5265
H: 1.1085 -2.3462 4.7521
N: -2.1754 -2.0418 -0.1651
C: -2.9514 -0.8082 -0.1181
C: -4.3367 -0.8177 -0.0521
C: -5.0379 0.3793 0.0276
C: -4.3690 1.5951 0.0210
C: -2.9888 1.6210 -0.0604
C: -2.2858 0.4213 -0.1374
P: -0.4940 0.3568 -0.2432
C: 0.2348 1.9798 -0.0260
C: 0.3181 2.8399 -1.1196
C: 0.7645 4.1312 -0.9104
C: 1.1212 4.5453 0.3655
C: 1.0449 3.6783 1.4456
C: 0.5982 2.3843 1.2573
C: -0.1001 -0.2729 -1.9209
C: -1.0299 -0.4534 -2.9591
C: -0.5835 -0.7925 -4.2238
C: 0.7762 -0.9668 -4.4720
C: 1.7060 -0.8033 -3.4575
C: 1.2826 -0.4628 -2.1759
H: -2.4726 -2.6170 0.6329
H: -2.4709 -2.5714 -0.9954
H: -4.8786 -1.7518 -0.0479
H: -6.1141 0.3597 0.1082
H: -4.9222 2.5192 0.0869
H: -2.4460 2.5537 -0.0679
H: 0.0272 2.4925 -2.1030
H: 0.8288 4.8180 -1.7395
H: 1.4635 5.5550 0.5211
H: 1.3274 4.0159 2.4286
H: 0.5218 1.6800 2.0757
H: -2.0819 -0.2604 -2.7859
H: -1.2926 -0.8984 -5.0324
H: 1.1114 -1.1912 -5.4710
H: 2.7609 -0.8898 -3.6716
H: 2.0163 -0.1453 -1.4340

## Properties
Net charge = +2
Kohn-Sham gap (alpha / beta) = 5.5 / 6.5 eV
2S+1 = 3
E_LUMO (alpha / beta) = -8.597 / -7.860 eV
HOMO level (alpha / beta) = -14.1 / -14.4 eV

Atom charges from the Mulliken analysis, given in e for atoms 1 to 2: 1.0517, -0.2900

4.
The following is a quantum chemistry calculation of a molecular structure, C32H32BFeN3O5S2Se2, from the OMol25 dataset.

Geometry (Å):
Fe: 1.6553 0.2441 -0.9722
Se: 3.6556 -1.5568 -2.0222
Se: 1.8623 -2.9167 0.8150
C: 0.1643 -3.2111 0.0632
C: -0.0877 -4.1254 -0.9594
C: -1.3363 -4.1558 -1.5414
C: -2.3281 -3.2697 -1.1203
C: -2.0363 -2.4005 -0.1015
N: -0.8287 -2.3999 0.4862
C: 4.5677 -0.4480 -0.8177
C: 5.9230 -0.5966 -0.4654
C: 6.5000 0.3238 0.3819
C: 5.7373 1.3794 0.8856
C: 4.4063 1.4369 0.5288
N: 3.8398 0.5475 -0.2933
H: 0.7181 -4.7648 -1.2911
H: -1.5376 -4.8460 -2.3520
H: -3.3052 -3.2552 -1.5832
H: -2.7352 -1.6768 0.2971
H: 6.4818 -1.4269 -0.8745
H: 7.5442 0.2253 0.6624
H: 6.1668 2.1333 1.5326
H: 3.7512 2.2167 0.9050
C: 0.0819 -1.1417 -2.9314
C: -0.4075 -1.3050 -4.2385
C: -1.6361 -0.7238 -4.6375
C: -2.1203 -0.8962 -5.9185
C: -1.4049 -1.6536 -6.8476
C: -0.1953 -2.2398 -6.4736
C: 0.2993 -2.0728 -5.1965
H: -0.5154 -0.6010 -2.2027
H: 1.0061 -1.6258 -2.6359
H: -2.1830 -0.1260 -3.9143
H: -3.0567 -0.4335 -6.2064
H: -1.7805 -1.7750 -7.8561
H: 0.3638 -2.8219 -7.1965
H: 1.2477 -2.5142 -4.9076
O: -1.3000 7.6495 1.8956
C: -1.5385 7.1432 0.6570
O: -2.0693 7.8485 -0.1551
C: -1.1254 5.7325 0.4053
C: -1.2924 5.2276 -0.8826
C: -1.0079 3.9058 -1.1736
C: -0.5605 3.0337 -0.1743
S: -0.3851 1.3234 -0.4842
C: -0.3503 3.5529 1.1064
C: -0.6328 4.8775 1.3891
H: -0.8479 6.9932 2.4359
H: -1.6561 5.9022 -1.6471
H: -1.1393 3.5182 -2.1752
H: 0.0178 2.8891 1.8787
H: -0.4680 5.2175 2.4077
S: 3.5078 1.8626 -4.8651
C: 2.8045 1.6777 -3.4161
N: 2.2884 1.5727 -2.3650
C: -0.9594 0.5338 4.0787
C: -1.7735 -0.5661 3.4033
C: -3.2528 -0.3097 3.6146
O: -1.4867 -0.5297 2.0079
B: -0.4497 -1.4517 1.7223
O: -0.2145 -2.2320 2.9202
C: -1.3024 -1.9876 3.8146
C: -2.3752 -3.0491 3.5660
C: -0.8053 -2.1010 5.2422
H: -1.2214 1.4875 3.6178
H: 0.1089 0.3617 3.9282
H: -1.1675 0.5906 5.1506
H: -3.4837 0.7234 3.3461
H: -3.5261 -0.4640 4.6634
H: -3.8598 -0.9661 2.9911
H: -2.8243 -2.9299 2.5774
H: -3.1651 -3.0118 4.3200
H: -1.8962 -4.0293 3.6017
H: 0.0725 -1.4759 5.4032
H: -0.5269 -3.1373 5.4460
H: -1.5906 -1.8059 5.9450
O: 1.8621 -0.1201 1.5343
C: 1.1154 -0.9842 1.2676

## Properties
Net charge = -1
Kohn-Sham gap (alpha / beta) = 6.2 / 6.1 eV
2S+1 = 6
E_LUMO (alpha / beta) = 1.745 / 1.605 eV
Energy above the lowest of the compared OMol25 structures with the same formula, charge and spin = 14.0 kcal/mol
HOMO level (alpha / beta) = -4.5 / -4.5 eV

Atom charges from the Mulliken analysis, given in e for atoms 1 to 2: 1.1281, -0.2192

5.
The following is a quantum chemistry calculation of a molecular structure, C16H17BrMoNO5, from the OMol25 dataset.

Geometry (Å):
Mo: -1.1132 -1.7658 0.0284
C: -3.5983 2.7450 -2.4109
C: -3.8524 1.4198 -1.7513
C: -5.1309 0.9051 -1.5684
C: -5.2962 -0.3134 -0.9395
C: -4.1731 -0.9967 -0.5120
Br: -4.4029 -2.6179 0.3943
N: -2.9265 -0.5406 -0.6921
C: -2.7939 0.6567 -1.2953
H: -4.5324 3.2156 -2.7099
H: -2.9816 2.6258 -3.3020
H: -3.0808 3.4247 -1.7334
H: -5.9967 1.4595 -1.9077
H: -6.2735 -0.7374 -0.7662
H: -1.7831 1.0132 -1.4111
C: 1.6088 1.4022 -1.0804
C: 1.0598 0.1289 -1.6335
C: 1.8608 -0.7312 -2.5497
O: -0.0827 -0.2094 -1.3149
H: 2.6218 1.6072 -1.4115
H: 1.5705 1.3471 0.0112
H: 0.9525 2.2259 -1.3701
H: 2.8405 -0.3195 -2.7706
H: 1.2991 -0.8748 -3.4748
H: 1.9641 -1.7111 -2.0791
O: -1.3627 -3.3441 0.4125
O: 1.2414 0.7804 3.2608
C: 2.3373 0.0388 2.9963
C: 3.5334 0.2448 3.6808
C: 4.6510 -0.5068 3.3793
C: 4.6098 -1.4821 2.3859
C: 3.4312 -1.6930 1.7067
C: 2.2809 -0.9458 1.9959
C: 1.0699 -1.2418 1.2315
O: -0.0712 -0.6960 1.4834
O: 1.0965 -2.0449 0.2458
H: 1.4307 1.3847 3.9883
H: 3.5757 1.0035 4.4540
H: 5.5678 -0.3312 3.9268
H: 5.4870 -2.0707 2.1595
H: 3.3615 -2.4548 0.9427

## Properties
Net charge = +1
Kohn-Sham gap (alpha / beta) = 8.1 / 7.8 eV
2S+1 = 3
E_LUMO (alpha / beta) = -3.282 / -3.766 eV
Energy above the lowest of the compared OMol25 structures with the same formula, charge and spin = 10.8 kcal/mol
HOMO level (alpha / beta) = -11.4 / -11.6 eV

Atom charges from the Mulliken analysis, given in e for atoms 1 to 2: 1.4189, -1.3766

6.
The following is a quantum chemistry calculation of a molecular structure, C14H36AgN2O4, from the OMol25 dataset.

Geometry (Å):
Ag: 0.7603 0.1000 -0.8890
C: 3.8539 2.4135 1.6666
C: 3.2175 1.1960 0.9820
C: 2.3022 0.4693 1.9991
O: 2.6528 1.4076 -0.2273
H: 4.4984 2.9166 0.9372
H: 4.5854 2.1284 2.4341
H: 3.1208 3.1191 2.0728
H: 4.0711 0.4761 0.8502
H: 1.4190 1.1178 2.1257
H: 2.7737 0.4862 2.9917
H: 2.0119 -0.5333 1.6879
C: 0.9651 -1.5970 -4.5318
C: 1.6701 -1.8551 -3.1731
C: 2.5372 -3.1149 -3.2683
O: 2.2928 -0.7771 -2.6292
H: 0.1668 -2.3256 -4.7277
H: 1.7011 -1.5933 -5.3578
H: 0.5172 -0.6133 -4.7187
H: 0.7321 -2.0896 -2.5804
H: 3.2821 -3.0683 -2.4755
H: 3.0287 -3.1501 -4.2477
H: 1.9565 -4.0432 -3.1964
C: -1.3902 2.3733 2.2127
C: -1.9857 2.4502 0.8200
C: -2.7879 3.7324 0.6616
O: -3.2297 3.8251 -0.6605
C: -4.0811 4.9143 -0.8998
N: -0.9085 2.2727 -0.1649
H: -0.7161 1.5354 2.3958
H: -2.1393 2.3739 3.0087
H: -0.7285 3.2387 2.3428
H: -2.7355 1.6497 0.7392
H: -2.1137 4.5883 0.8564
H: -3.5313 3.8090 1.4677
H: -3.5338 5.8603 -0.7856
H: -4.9827 4.9211 -0.2805
H: -4.3789 4.8711 -1.9479
H: -0.0874 2.8556 -0.0019
H: -1.3497 2.7325 -0.9653
C: -2.0716 -2.0312 1.8537
C: -0.8800 -1.8024 0.9470
C: -0.2435 -3.0493 0.3880
O: 0.3461 -3.7677 1.4497
C: 0.5397 -5.1322 1.1395
N: -1.2717 -0.9292 -0.2197
H: -2.8346 -2.6804 1.3942
H: -2.5655 -1.1256 2.2012
H: -1.7999 -2.6825 2.6925
H: -0.1714 -1.1928 1.5138
H: 0.4696 -2.8168 -0.4108
H: -1.0686 -3.6335 -0.0593
H: -0.4246 -5.6480 1.0952
H: 1.1787 -5.5256 1.9301
H: 1.1026 -5.2836 0.2112
H: -1.9248 -0.2975 0.2325
H: -1.8176 -1.4752 -0.8820

## Properties
Net charge = -1
Kohn-Sham gap = 5.5 eV
E_LUMO = 2.474 eV
Energy above the lowest of the compared OMol25 structures with the same formula, charge and spin = 0.0 kcal/mol
HOMO level = -3.0 eV

Atom charges from the Mulliken analysis, given in e for atoms 1 to 2: 0.6543, -1.4450

7.
The following is a quantum chemistry calculation of a molecular structure, CaH14NO10, from the OMol25 dataset.

Geometry (Å):
Ca: -4.7058 4.0126 -20.1316
N: -6.0459 5.9450 -17.3641
O: -5.8003 7.1079 -17.7567
O: -6.7155 5.7194 -16.3528
O: -5.6440 4.9877 -18.0829
O: -2.9493 2.7206 -21.3051
H: -3.1998 1.7960 -21.4275
H: -2.2108 2.8552 -21.9128
O: -5.0491 2.0515 -18.6456
H: -4.8995 2.1668 -17.6941
H: -5.4397 1.1737 -18.7334
O: -6.8678 5.0217 -20.6329
H: -7.6501 4.4944 -20.8434
H: -7.0707 5.9115 -20.9520
O: -5.9661 2.3479 -21.4523
H: -5.7670 1.4095 -21.3367
H: -6.4133 2.3995 -22.3077
O: -3.9171 6.4923 -19.6860
H: -3.0458 6.8016 -19.4143
H: -4.5433 6.8390 -18.9971
O: -2.7692 4.0634 -18.7467
H: -2.4393 4.8776 -18.3486
H: -2.1074 3.3908 -18.5369
O: -4.5312 4.9718 -22.4294
H: -5.1895 5.3968 -22.9930
H: -3.7073 5.4438 -22.6162

## Properties
Net charge = +1
Kohn-Sham gap = 7.8 eV
E_LUMO = -3.691 eV
Energy above the lowest of the compared OMol25 structures with the same formula, charge and spin = 0.9 kcal/mol
HOMO level = -11.4 eV

Atom charges from the Mulliken analysis, given in e for atoms 1 to 2: 1.9182, 0.9348

8.
The following is a quantum chemistry calculation of a molecular structure, C9H19NORb, from the OMol25 dataset.

Geometry (Å):
Rb: -1.5575 3.4247 0.4773
C: 1.1673 1.6129 -1.8042
C: 0.8042 0.4274 -0.9201
C: 1.8775 0.4955 0.2330
C: 1.5289 -0.4157 1.3564
C: -0.0083 -0.2308 1.8887
C: -1.0784 -0.3154 0.7939
N: -0.6093 0.5298 -0.2992
O: -1.5456 0.6701 -1.3818
C: -1.2896 -1.7408 0.3764
C: -2.4457 0.1608 1.4183
C: 1.1196 -0.9086 -1.8018
H: 0.2590 1.9528 -2.3019
H: 1.8872 1.2825 -2.5529
H: 1.4970 2.5107 -1.2814
H: 2.8417 0.2625 -0.2189
H: 1.8805 1.5217 0.6003
H: 2.1563 -0.1424 2.2048
H: 1.7131 -1.4469 1.0551
H: -0.1315 0.7653 2.3138
H: -0.1325 -1.0582 2.5873
H: -0.4504 -2.1315 -0.1992
H: -1.1922 -2.4264 1.2181
H: -2.1944 -1.7904 -0.2294
H: -3.2840 0.2613 0.7290
H: -2.9043 -0.6769 1.9437
H: -2.4758 1.1336 1.9091
H: 1.2633 -1.8404 -1.2548
H: 2.1070 -0.7809 -2.2454
H: 0.4133 -1.1315 -2.6016
H: -1.2165 0.0255 -2.0125

## Properties
Net charge = +2
Kohn-Sham gap (alpha / beta) = 11.4 / 7.0 eV
2S+1 = 2
E_LUMO (alpha / beta) = -6.696 / -11.122 eV
HOMO level (alpha / beta) = -18.1 / -18.1 eV

Atom charges from the Mulliken analysis, given in e for atoms 1 to 2: 1.0189, -1.5742

| no. | total energy (eV) |
| --- | --- |
| 1 | -188253.647 |
| 2 | -155763.929 |
| 3 | -59472.531 |
| 4 | -235842.831 |
| 5 | -100489.038 |
| 6 | -30268.629 |
| 7 | -40626.722 |
| 8 | -13815.319 |